1.
{"formula": "C29H32N3O6S", "method": "wB97M-V/def2-TZVPD", "symbols": ["C", "N", "C", "O", "N", "C", "C", "O", "C", "C", "C", "C", "C", "C", "N", "C", "C", "C", "C", "C", "C", "C", "C", "C", "O", "H", "H", "H", "H", "H", "H", "H", "H", "H", "H", "H", "H", "H", "H", "H", "H", "H", "H", "H", "H", "H", "C", "C", "O", "C", "C", "S", "C", "C", "C", "C", "C", "C", "O", "O", "H", "H", "H", "H", "H", "H", "H", "H", "H", "H", "H"], "xyz": [[3.267, -3.855, 0.348], [3.227, -2.518, 0.895], [4.477, -1.986, 1.229], [5.516, -2.612, 1.043], [4.471, -0.703, 1.784], [5.780, -0.125, 2.009], [3.336, 0.120, 1.826], [3.459, 1.342, 1.977], [2.036, -0.545, 1.700], [0.922, 0.229, 1.873], [-0.453, -0.192, 1.971], [-0.875, -1.409, 2.556], [-2.193, -1.823, 2.504], [-3.175, -0.984, 1.900], [-4.452, -1.431, 1.730], [-4.922, -2.658, 2.335], [-3.834, -3.716, 2.343], [-2.583, -3.170, 3.029], [-5.505, -0.564, 1.249], [-4.977, 0.414, 0.217], [-3.824, 1.210, 0.819], [-2.793, 0.306, 1.422], [-1.461, 0.674, 1.480], [1.989, -1.920, 1.188], [0.954, -2.549, 0.954], [2.244, -4.198, 0.212], [3.797, -3.836, -0.608], [3.814, -4.507, 1.035], [5.649, 0.842, 2.490], [6.358, -0.803, 2.641], [6.301, -0.006, 1.050], [1.096, 1.302, 1.955], [-0.147, -2.046, 3.057], [-5.269, -2.462, 3.366], [-5.790, -2.991, 1.754], [-4.204, -4.608, 2.855], [-3.587, -4.002, 1.313], [-1.750, -3.868, 2.890], [-2.765, -3.102, 4.114], [-6.282, -1.208, 0.820], [-5.961, -0.016, 2.094], [-4.623, -0.134, -0.667], [-5.790, 1.070, -0.107], [-3.358, 1.844, 0.055], [-4.220, 1.888, 1.592], [-1.144, 1.644, 1.089], [-3.675, 2.542, -3.412], [-2.579, 1.560, -3.060], [-1.349, 1.977, -3.705], [-0.237, 1.372, -3.195], [0.885, 1.501, -4.106], [2.275, 0.684, -3.682], [3.305, 1.958, -2.897], [3.339, 2.064, -1.505], [4.073, 3.090, -0.908], [4.736, 4.028, -1.707], [4.691, 3.921, -3.101], [3.982, 2.872, -3.699], [3.032, 0.194, -4.859], [-0.206, 0.806, -2.099], [-4.634, 2.140, -3.078], [-3.520, 3.500, -2.903], [-3.736, 2.724, -4.490], [-2.410, 1.516, -1.976], [-2.814, 0.550, -3.433], [0.747, 1.928, -5.092], [2.787, 1.344, -0.902], [4.114, 3.147, 0.181], [5.287, 4.845, -1.240], [5.207, 4.649, -3.730], [3.943, 2.755, -4.781]], "mulliken_charge": [-1.142, 0.087, 0.505, -0.654, 0.038, -1.141, 0.222, -0.656, -0.206, 0.084, 0.324, -0.895, 0.828, 0.286, 0.123, -0.604, -0.849, -0.948, -0.681, -0.618, -0.933, 0.598, -1.321, 0.901, -0.719, 0.362, 0.316, 0.331, 0.392, 0.316, 0.333, 0.536, 0.521, 0.255, 0.392, 0.379, 0.303, 0.366, 0.300, 0.432, 0.231, 0.239, 0.363, 0.318, 0.327, 0.376, -1.290, 0.310, -0.373, 0.720, -0.792, 0.313, 0.176, -0.276, -0.346, -0.488, -0.401, -0.523, -0.755, -0.598, 0.371, 0.304, 0.371, -0.138, 0.266, 0.356, 0.314, 0.420, 0.337, 0.333, 0.370], "e_homo_ev": -3.2, "relative_energy_kcal_mol": 0.0, "total_energy_ha": -2138.25595, "charge": -1, "homo_lumo_gap_ha": 0.1760}

=====

2.
{"formula": "C29H32NNiO4S", "method": "wB97M-V/def2-TZVPD", "symbols": ["C", "C", "C", "H", "C", "C", "H", "C", "C", "C", "H", "C", "C", "H", "H", "H", "H", "H", "H", "Ni", "C", "C", "C", "H", "H", "H", "H", "H", "H", "C", "C", "H", "H", "O", "N", "C", "H", "C", "C", "H", "C", "H", "C", "H", "C", "H", "C", "H", "H", "H", "C", "C", "C", "C", "C", "C", "C", "S", "O", "O", "O", "H", "H", "H", "H", "H", "H", "H"], "xyz": [[-0.662, -0.861, -1.681], [0.230, -0.406, -2.648], [1.599, -0.832, -2.252], [-0.014, 0.129, -3.583], [1.366, -1.737, -1.087], [0.027, -1.690, -0.703], [2.149, -2.278, -0.574], [-1.979, 2.023, -0.147], [-1.749, 2.667, -1.398], [-0.364, 2.700, -1.621], [-2.478, 3.058, -2.099], [0.252, 2.104, -0.468], [-0.742, 1.655, 0.444], [2.321, -1.159, -3.000], [-0.431, -2.265, 0.113], [-1.734, -0.765, -1.692], [-0.537, 1.196, 1.428], [0.189, 3.127, -2.467], [-2.929, 1.940, 0.326], [2.338, 0.868, -1.511], [1.682, 2.340, -0.033], [1.681, 3.368, 1.151], [2.474, 2.993, -1.183], [1.156, 4.277, 0.802], [2.732, 3.615, 1.394], [1.149, 2.934, 2.016], [1.933, 3.919, -1.458], [2.531, 2.339, -2.128], [3.471, 3.284, -0.831], [2.316, 1.000, 0.535], [3.827, 1.025, 0.642], [2.138, 0.016, -0.061], [1.831, 0.753, 1.485], [4.407, 1.773, -0.176], [4.466, -0.016, 1.298], [4.380, -1.366, 0.690], [5.439, 0.223, 1.536], [4.631, -1.489, -0.800], [4.420, -2.736, -1.400], [4.121, -3.567, -0.754], [4.450, -2.884, -2.790], [4.180, -3.853, -3.214], [4.805, -1.809, -3.610], [4.812, -1.939, -4.695], [5.170, -0.606, -3.014], [5.436, 0.250, -3.642], [5.140, -0.468, -1.615], [5.426, 0.504, -1.220], [3.353, -1.772, 0.896], [5.112, -1.983, 1.242], [-8.407, -1.021, 3.923], [-7.128, -1.093, 3.145], [-6.885, -0.173, 2.113], [-5.687, -0.192, 1.407], [-4.706, -1.136, 1.734], [-4.950, -2.092, 2.728], [-6.151, -2.063, 3.431], [-3.131, -1.087, 0.883], [-2.751, -2.486, 0.804], [-3.499, -0.442, -0.381], [-2.304, -0.263, 1.762], [-8.510, -0.049, 4.414], [-9.273, -1.144, 3.267], [-8.436, -1.798, 4.687], [-7.649, 0.574, 1.873], [-5.510, 0.516, 0.600], [-4.199, -2.854, 2.940], [-6.347, -2.793, 4.227]], "mulliken_charge": [-0.343, -1.246, 0.594, 0.380, -1.544, -0.893, 0.491, -0.935, -1.050, -0.571, 0.415, 1.124, -0.493, 0.745, 0.493, 0.756, 0.427, 0.446, 0.642, -0.286, 1.662, -1.829, -1.723, 0.451, 0.443, 0.346, 0.520, 0.113, 0.564, 0.660, 0.314, -1.493, 1.015, -0.587, -0.137, -1.017, 0.392, 0.875, -0.553, 0.302, -0.389, 0.341, -0.554, 0.363, -0.453, 0.384, -0.509, 0.591, 0.347, 0.490, -1.314, 0.992, -0.760, -0.233, -0.230, -0.475, -0.795, 1.644, -0.766, -0.725, -0.645, 0.300, 0.300, 0.341, 0.297, 0.382, 0.396, 0.212], "e_homo_ev": [-4.3, -4.4], "relative_energy_kcal_mol": 19.9, "total_energy_ha": -3386.31356, "charge": -1, "homo_lumo_gap_ha": [0.2469, 0.2185], "s_squared": 2.03, "multiplicity": 3}

=====

3.
{"formula": "C29H32NO2", "method": "wB97M-V/def2-TZVPD", "symbols": ["C", "C", "C", "C", "N", "C", "C", "O", "C", "C", "C", "C", "H", "H", "H", "H", "H", "H", "H", "H", "H", "H", "H", "H", "H", "H", "H", "H", "H", "C", "C", "C", "C", "O", "C", "C", "C", "C", "C", "C", "C", "C", "C", "C", "C", "C", "C", "C", "C", "H", "H", "H", "H", "H", "H", "H", "H", "H", "H", "H", "H", "H", "H", "H"], "xyz": [[-1.730, 3.828, -2.446], [-2.850, 4.545, -1.708], [-3.833, 3.582, -1.034], [-3.269, 2.227, -0.591], [-4.174, 1.377, 0.009], [-5.546, 1.842, 0.250], [-6.296, 0.938, 1.231], [-6.143, -0.451, 0.935], [-4.772, -0.846, 0.937], [-3.904, -0.063, -0.040], [-1.939, 1.914, -0.783], [-1.017, 2.793, -1.554], [-2.162, 3.307, -3.308], [-1.007, 4.563, -2.811], [-2.453, 5.235, -0.956], [-3.414, 5.164, -2.415], [-4.239, 4.106, -0.147], [-4.677, 3.393, -1.737], [-5.522, 2.844, 0.692], [-6.127, 1.886, -0.694], [-5.948, 1.177, 2.256], [-7.381, 1.116, 1.157], [-4.337, -0.725, 1.946], [-4.794, -1.911, 0.666], [-4.064, -0.458, -1.068], [-2.864, -0.246, 0.244], [-1.495, 1.015, -0.349], [-0.367, 2.177, -2.186], [-0.369, 3.323, -0.850], [7.720, 0.626, -1.760], [7.653, -0.298, -0.718], [6.836, -1.428, -0.817], [6.089, -1.639, -1.979], [5.164, -2.695, -2.031], [3.983, -2.597, -1.303], [2.833, -2.109, -1.947], [1.708, -1.824, -1.210], [1.627, -2.084, 0.190], [0.451, -1.644, 0.856], [0.121, -1.879, 2.226], [-1.258, -1.931, 2.584], [-1.651, -2.161, 3.895], [-0.689, -2.436, 4.879], [0.672, -2.440, 4.539], [1.084, -2.082, 3.258], [2.733, -2.802, 0.752], [3.927, -2.933, 0.056], [6.194, -0.744, -3.056], [6.974, 0.407, -2.919], [8.327, 1.525, -1.655], [8.216, -0.143, 0.204], [6.717, -2.123, 0.014], [2.881, -1.881, -3.014], [0.822, -1.429, -1.717], [-0.347, -1.257, 0.229], [-2.016, -1.875, 1.789], [-2.716, -2.120, 4.165], [-0.983, -2.608, 5.905], [1.431, -2.697, 5.288], [2.150, -1.998, 3.030], [2.632, -3.303, 1.717], [4.820, -3.288, 0.580], [5.602, -0.912, -3.957], [6.985, 1.150, -3.721]], "mulliken_charge": [-0.781, -0.978, -0.467, 0.933, 0.015, -0.470, -0.732, -0.385, -0.787, 0.756, -0.493, -0.679, 0.329, 0.353, 0.334, 0.370, 0.291, 0.314, 0.276, 0.321, 0.339, 0.354, 0.443, 0.329, 0.216, -0.811, -0.010, 0.353, 0.303, -0.466, -0.529, -0.274, 0.516, -0.421, 0.185, -0.380, -0.647, 0.287, 0.276, 0.825, -0.378, -0.552, -0.440, -0.680, -0.471, -0.630, -0.569, -0.346, -0.380, 0.379, 0.357, 0.262, 0.430, 0.385, -0.032, 0.235, 0.438, 0.417, 0.378, 0.785, 0.754, 0.477, 0.418, 0.355], "e_homo_ev": -9.4, "relative_energy_kcal_mol": 37.4, "total_energy_ha": -1329.15815, "charge": 1, "homo_lumo_gap_ha": 0.1295}

=====

Q: Which formula does entry 3 have?
A: C29H32NO2